# 1
{"formula": "C6H8INS", "method": "wB97M-V/def2-TZVPD", "total_charge": 0, "e_lumo_ev": -0.35, "smiles": "S/C=C/C=C\\C=C/NI", "symbols": ["S", "C", "C", "C", "C", "C", "C", "N", "I", "H", "H", "H", "H", "H", "H", "H", "H"], "positions_angstrom": [[-0.70968, -2.99951, 0.20361], [0.01025, -1.32256, 0.24996], [0.55480, -0.86106, -0.82193], [1.33845, 0.39019, -0.99004], [1.57709, 1.25686, 0.01455], [0.70563, 1.16673, 1.13264], [-0.64937, 1.01725, 0.94935], [-1.55713, 1.01474, -0.13834], [-3.26815, 0.00204, -0.13121], [-1.23514, -3.14819, -1.12836], [-0.14728, -1.13940, 1.35404], [0.43661, -1.40580, -1.78348], [1.87142, 0.56121, -1.97823], [2.33986, 2.12730, 0.09939], [1.07319, 1.23862, 2.15017], [-1.30802, 1.08442, 1.82180], [-1.03252, 1.01717, -1.00393]]}

# 2
{"formula": "C3H9BS", "method": "wB97M-V/def2-TZVPD", "total_charge": 0, "e_lumo_ev": [0.24, -0.02], "symbols": ["B", "C", "C", "C", "S", "H", "H", "H", "H", "H", "H", "H", "H", "H"], "positions_angstrom": [[0.89731, -0.75701, 0.43073], [1.03554, -2.32987, 0.21356], [-2.60728, 0.26413, -0.40047], [1.13669, 2.11723, -0.14798], [1.44948, 0.67360, 1.08506], [1.73046, -2.77199, 0.97390], [1.44291, -2.50434, -0.79935], [0.03395, -2.80313, 0.36804], [-2.12206, 1.14177, -0.51305], [-2.59595, -0.13564, 0.59173], [-3.46011, -0.10564, -0.82373], [0.68969, 2.98872, 0.37488], [0.29992, 1.87437, -0.79016], [2.06945, 2.34779, -0.56314]]}

# 3
{"formula": "C26H28BrCl2N4O7PS2Ta", "method": "wB97M-V/def2-TZVPD", "total_charge": 1, "e_lumo_ev": -4.55, "symbols": ["Ta", "Br", "C", "C", "C", "C", "C", "C", "N", "N", "C", "C", "C", "C", "O", "C", "N", "C", "C", "C", "C", "H", "H", "H", "H", "H", "H", "H", "H", "H", "O", "Cl", "O", "O", "O", "C", "C", "C", "O", "P", "S", "S", "O", "C", "C", "C", "H", "H", "H", "H", "H", "H", "H", "H", "H", "H", "H", "H", "H", "H", "Cl", "C", "C", "C", "N", "C", "C", "H", "H", "H", "H", "H"], "positions_angstrom": [[1.54460, -1.48410, 1.30306], [-0.57633, 3.97924, -3.93376], [-1.59014, 3.80010, -2.35130], [-2.23467, 2.60195, -2.08499], [-2.97209, 2.46459, -0.91988], [-3.06910, 3.53626, -0.03604], [-2.47013, 4.75168, -0.34490], [-1.70359, 4.88109, -1.49055], [-3.85069, 3.53506, 1.16998], [-3.80845, 2.61987, 1.99723], [-2.91252, 1.50781, 1.85614], [-3.43205, 0.24007, 1.86367], [-2.60586, -0.89585, 1.76247], [-1.25119, -0.72852, 1.69346], [-0.36181, -1.73707, 1.57600], [-0.69806, 0.56277, 1.74385], [0.66480, 0.61511, 1.68275], [1.25016, 1.79682, 1.71680], [0.52152, 2.98921, 1.84346], [-0.84450, 2.94935, 1.90797], [-1.50662, 1.70375, 1.83983], [-2.16779, 1.78299, -2.78805], [-3.48782, 1.53666, -0.72345], [-2.61304, 5.59296, 0.32113], [-1.22075, 5.81866, -1.72700], [-4.50588, 0.11846, 1.92459], [-3.03140, -1.89004, 1.73798], [2.32832, 1.81352, 1.63969], [1.05709, 3.92630, 1.88544], [-1.41548, 3.86205, 2.01658], [4.44477, -1.99314, 2.74434], [4.42531, -1.17283, 1.58761], [5.56946, -0.38763, 1.41252], [4.01544, -1.90952, 0.42005], [3.20188, -0.23044, 1.77882], [-1.88197, -1.31286, -2.22496], [-1.49723, -2.77152, -2.37426], [-1.67126, -3.30384, -3.77963], [-0.13604, -3.04666, -1.90499], [1.23959, -2.38747, -2.26343], [2.73668, -3.54302, -2.15341], [1.30676, -0.67984, -0.87865], [0.93056, -1.59959, -3.58438], [1.76418, -0.75191, -4.45493], [3.19723, -0.60418, -3.99246], [1.04049, 0.57291, -4.55468], [-2.94073, -1.20975, -2.47135], [-1.30757, -0.68054, -2.90096], [-1.73090, -0.96584, -1.20361], [-2.08924, -3.37168, -1.68296], [-1.11951, -2.70090, -4.49963], [-2.72915, -3.27757, -4.04337], [-1.32769, -4.33539, -3.84258], [1.73802, -1.27276, -5.41201], [3.25322, -0.13851, -3.00711], [3.70762, 0.04898, -4.70116], [3.71940, -1.55624, -3.96223], [1.03558, 1.08002, -3.58759], [0.01157, 0.43393, -4.88678], [1.54577, 1.21708, -5.27444], [1.70504, -3.75001, 1.22276], [1.26317, -1.57388, 6.39574], [2.02046, -0.58415, 5.79096], [2.09856, -0.54937, 4.41430], [1.46143, -1.43286, 3.63148], [0.71849, -2.38536, 4.22392], [0.60155, -2.48989, 5.59379], [1.18987, -1.63055, 7.47342], [2.55440, 0.15325, 6.37240], [2.69139, 0.19944, 3.91219], [0.20742, -3.07568, 3.56879], [-0.00057, -3.28097, 6.01633]]}

# 4
{"formula": "C41H110O14", "method": "wB97M-V/def2-TZVPD", "total_charge": 0, "e_lumo_ev": 0.36, "symbols": ["C", "C", "C", "O", "H", "H", "H", "H", "H", "H", "H", "H", "C", "C", "C", "O", "H", "H", "H", "H", "H", "H", "H", "H", "C", "C", "C", "O", "H", "H", "H", "H", "H", "H", "H", "H", "C", "C", "C", "O", "H", "H", "H", "H", "H", "H", "H", "H", "C", "C", "C", "O", "H", "H", "H", "H", "H", "H", "H", "H", "C", "C", "C", "O", "H", "H", "H", "H", "H", "H", "H", "H", "C", "C", "C", "O", "H", "H", "H", "H", "H", "H", "H", "H", "C", "C", "C", "O", "H", "H", "H", "H", "H", "H", "H", "H", "C", "C", "C", "O", "H", "H", "H", "H", "H", "H", "H", "H", "C", "C", "C", "O", "H", "H", "H", "H", "H", "H", "H", "H", "C", "C", "C", "O", "H", "H", "H", "H", "H", "H", "H", "H", "C", "C", "C", "O", "H", "H", "H", "H", "H", "H", "H", "H", "C", "C", "C", "O", "H", "H", "H", "H", "H", "H", "H", "H", "C", "C", "O", "H", "H", "H", "H", "H", "H"], "positions_angstrom": [[8.42783, 10.58069, 12.64972], [9.83708, 11.14272, 12.76691], [10.27534, 11.06225, 14.22970], [10.63474, 10.42312, 11.84500], [7.70484, 11.11826, 13.24445], [8.29726, 9.56245, 12.96679], [8.05841, 10.73884, 11.58298], [9.98696, 12.22555, 12.52415], [9.66457, 11.77383, 14.85215], [11.36183, 11.24074, 14.44410], [10.02541, 10.11066, 14.73051], [11.47218, 10.88890, 11.63197], [13.49900, 15.49151, 11.75016], [14.07014, 16.77244, 11.18025], [13.52158, 17.21059, 9.81647], [13.79364, 17.88576, 12.15034], [12.42549, 15.65037, 11.90989], [13.90462, 15.16799, 12.71064], [13.55190, 14.71116, 10.96889], [15.19098, 16.63196, 11.10537], [13.87078, 16.54512, 8.98875], [13.76849, 18.18271, 9.46303], [12.41080, 17.21377, 9.89932], [13.67479, 18.70779, 11.63381], [15.19108, 12.23712, 9.40951], [14.14022, 11.16514, 9.18833], [14.71023, 9.68189, 8.90156], [13.10672, 11.09622, 10.20346], [15.70920, 12.12441, 10.35105], [14.83092, 13.27786, 9.32203], [15.87535, 12.06236, 8.61878], [13.58869, 11.38620, 8.29074], [15.57975, 9.65087, 8.20715], [13.85812, 9.09703, 8.45819], [14.99734, 9.18888, 9.84440], [13.63580, 10.84228, 10.96638], [11.19334, 7.82842, 16.81282], [12.65101, 7.31982, 16.75636], [13.26058, 7.36709, 18.19659], [12.66617, 5.94460, 16.30870], [10.49894, 7.32424, 17.52534], [10.75027, 7.64569, 15.82216], [11.06330, 8.87199, 17.05178], [13.12455, 7.99582, 16.06104], [14.25185, 6.99891, 18.08563], [12.67526, 6.72581, 18.85435], [13.32920, 8.41984, 18.52168], [13.53234, 5.59236, 16.45590], [8.96265, 14.45104, 9.08086], [9.95241, 13.44618, 9.68720], [10.83631, 13.00506, 8.56356], [10.65527, 13.80606, 10.82786], [8.59263, 13.89533, 8.22129], [9.43679, 15.35165, 8.61637], [8.14528, 14.82024, 9.71039], [9.27978, 12.63387, 9.92656], [10.32868, 12.56871, 7.72091], [11.54176, 12.24955, 8.92871], [11.50279, 13.75173, 8.13165], [11.58442, 13.96136, 10.54752], [8.86072, 11.41971, 17.97994], [7.81766, 12.47801, 18.12434], [7.44098, 12.68686, 19.57057], [8.13290, 13.70587, 17.56110], [9.75980, 11.68443, 18.46599], [9.21046, 11.19788, 16.99964], [8.49539, 10.49846, 18.39150], [6.92694, 12.12054, 17.55325], [8.28214, 13.22611, 20.08686], [7.15930, 11.81520, 20.14547], [6.52905, 13.28944, 19.50082], [8.82528, 14.20597, 18.11737], [17.50536, 16.02683, 11.64676], [16.85558, 14.70720, 12.07167], [17.77096, 13.51783, 11.67737], [16.64504, 14.69230, 13.45030], [16.86101, 16.84627, 11.91258], [17.78140, 16.09689, 10.57970], [18.46307, 16.08799, 12.12914], [15.91006, 14.61789, 11.53972], [17.74545, 13.35026, 10.61436], [17.40252, 12.61183, 12.15758], [18.81208, 13.62623, 11.92201], [16.27423, 15.50889, 13.75416], [11.35773, 7.34054, 9.00274], [9.87137, 7.65664, 9.12365], [9.01253, 6.52203, 8.59259], [9.48016, 7.83872, 10.48963], [11.56638, 6.65047, 8.15081], [11.55253, 6.75536, 9.87200], [12.02824, 8.17409, 8.96418], [9.58158, 8.58372, 8.57174], [7.96061, 6.63899, 8.87140], [9.40475, 5.56053, 8.94369], [8.96893, 6.59348, 7.48387], [9.94541, 8.59676, 10.91165], [14.52427, 18.22938, 16.31306], [15.79450, 17.95057, 15.49302], [16.80246, 17.10885, 16.23286], [15.41365, 17.19880, 14.33764], [13.85584, 18.89062, 15.73148], [14.89364, 18.70582, 17.29298], [13.94154, 17.37600, 16.50825], [16.07349, 18.93919, 15.11506], [17.45247, 16.50165, 15.57789], [16.24889, 16.44734, 16.94724], [17.46590, 17.72214, 16.83630], [14.80731, 17.67467, 13.69862], [8.74786, 15.17645, 14.07904], [10.21012, 15.09461, 14.49372], [11.00929, 16.42711, 14.48274], [10.38254, 14.46688, 15.81350], [8.59052, 15.72005, 13.19037], [8.33943, 15.74285, 14.92109], [8.25275, 14.20164, 14.04132], [10.72731, 14.43128, 13.83344], [10.54226, 17.14882, 15.14336], [11.17570, 16.79128, 13.43755], [12.04245, 16.29930, 14.82538], [9.58404, 13.93637, 15.99762], [13.83138, 14.01166, 15.41368], [14.85604, 12.92765, 15.72437], [14.08832, 11.80313, 16.42197], [15.41552, 12.41894, 14.57025], [13.32376, 14.44674, 16.32118], [13.03544, 13.55543, 14.81844], [14.23597, 14.74262, 14.71622], [15.63482, 13.26775, 16.46533], [13.43398, 11.40856, 15.71043], [13.47416, 12.23894, 17.18678], [14.79705, 11.11850, 16.84037], [15.99935, 13.11832, 14.25757], [12.05020, 15.94542, 20.86525], [11.45565, 15.89876, 19.47312], [12.20017, 14.85489, 18.69310], [10.06737, 15.57298, 19.48140], [13.04046, 16.32532, 20.68725], [11.84038, 14.99168, 21.43031], [11.57996, 16.66949, 21.50420], [11.57738, 16.89064, 18.94450], [11.61105, 14.51125, 17.84824], [12.34773, 13.99752, 19.28044], [13.18663, 15.22369, 18.35490], [9.58816, 16.35586, 19.80340], [18.76616, 10.65380, 15.59817], [17.89207, 9.58229, 14.94196], [18.73008, 8.39599, 14.49594], [16.79668, 9.20057, 15.74006], [19.38081, 10.17452, 16.40475], [18.11203, 11.48588, 15.80256], [19.50519, 11.01400, 14.90128], [17.36313, 9.98471, 14.11590], [19.57640, 8.76689, 13.82458], [18.03998, 7.72776, 14.00617], [19.08080, 7.74563, 15.36060], [17.07328, 8.72016, 16.56082], [13.21118, 8.48029, 12.75235], [14.27064, 9.29514, 13.43034], [14.41222, 10.53541, 12.65570], [12.25255, 8.98161, 12.57653], [12.91898, 7.66882, 13.41236], [13.62484, 8.09576, 11.85602], [15.23557, 8.77181, 13.42522], [14.02999, 9.57286, 14.47857], [14.65435, 11.22850, 13.29822]]}

# 5
{"formula": "C6H11N", "method": "wB97M-V/def2-TZVPD", "total_charge": 0, "e_lumo_ev": 0.89, "symbols": ["C", "C", "C", "C", "C", "C", "N", "H", "H", "H", "H", "H", "H", "H", "H", "H", "H", "H"], "positions_angstrom": [[-0.46028, -0.32853, 1.82307], [-0.05420, 0.73268, 0.83458], [0.23730, -0.01582, -0.49208], [1.22638, 0.78530, -1.34047], [-1.06353, -0.24077, -1.28251], [0.75781, -1.40748, -0.07833], [0.30995, -1.51776, 1.15658], [-0.14158, -0.11242, 2.86675], [0.43264, -2.19508, 1.88338], [-1.54788, -0.52065, 1.87723], [0.86865, 1.20274, 1.19376], [-0.80650, 1.50013, 0.67065], [2.19302, 0.88493, -0.83405], [1.39819, 0.31396, -2.31279], [0.83246, 1.79665, -1.51553], [-0.88129, -0.82448, -2.19086], [-1.80740, -0.77781, -0.68192], [-1.49374, 0.72439, -1.57745]]}

# 6
{"formula": "C2H8O4", "method": "wB97M-V/def2-TZVPD", "total_charge": 1, "e_lumo_ev": [-4.20, -9.16], "spin_multiplicity": 2, "symbols": ["H", "O", "O", "H", "H", "C", "O", "C", "H", "H", "H", "O", "H", "H"], "positions_angstrom": [[0.36756, -1.12908, 0.60659], [1.32714, -1.80148, 0.10875], [-0.34626, -0.17279, 0.81631], [1.24786, -1.81506, -0.85965], [2.27028, -1.61446, 0.26644], [0.24742, 0.86497, 0.32880], [1.14369, 0.71253, -0.52121], [-0.28695, 2.20395, 0.69166], [-0.52519, 1.91619, 1.76278], [0.46126, 2.99894, 0.81517], [-1.19892, 2.50703, 0.18990], [-1.51337, -1.88757, -1.22749], [-1.90382, -1.10203, -0.83420], [-1.29069, -1.68114, -2.14386]]}

Table of energy relative to the best compared isomer or geometry (same formula, charge and spin) (kcal/mol), in record order: 78.5; 110.3; 14.7; 64.6; 44.3; 4.0